*a*
The following is a quantum chemistry calculation of a 2-piece molecular cluster, C2H3FS2 overall, from OMol25.

Values from the calculation:
- Net charge: 0
- Frontier orbital gap (alpha / beta): 5.826 / 5.944 eV
- Highest occupied orbital energy (alpha / beta): -0.33002 / -0.33307 Ha

Geometry (Å):
1 C 0.3678 -0.5212 -0.8359
2 C -0.0797 0.7365 -0.9853
3 F 0.6161 -0.5159 2.5393
4 S -1.4236 1.4108 0.0515
5 S -1.0007 -0.4083 2.4430
6 H 1.0888 -1.0838 -1.4394
7 H 0.1291 -1.0148 0.1068
8 H 0.3023 1.3966 -1.8800

These are the Löwdin partial charges, in e, on atoms 1 to 2: atom 1 (C): -0.119, atom 2 (C): -0.618

***

*b*
The following is a quantum chemistry calculation of a 2-piece molecular cluster, C2H3FS2 overall, from OMol25.

Values from the calculation:
- Net charge: 0
- Frontier orbital gap: 8.406 eV
- SMILES: C=C=S.FS
- Highest occupied orbital energy: -0.32410 Ha

Geometry (Å):
1 C -1.2046 -0.9963 -0.4499
2 C -2.1420 -0.5674 0.3676
3 S -3.0450 0.1311 1.4325
4 H -1.5069 -1.6054 -1.2715
5 H -0.1483 -0.9221 -0.2446
6 F 3.4715 2.1474 0.3386
7 S 2.4490 0.9072 0.5477
8 H 2.1262 0.9055 -0.7203

These are the Löwdin partial charges, in e, on atoms 1 to 2: atom 1 (C): -0.079, atom 2 (C): -0.761

***

*c*
The following is a quantum chemistry calculation of a 2-piece molecular cluster, C2H3FS2 overall, from OMol25.

Values from the calculation:
- Net charge: 0
- Frontier orbital gap: 8.603 eV
- Highest occupied orbital energy: -0.34697 Ha

Geometry (Å):
1 C -1.2796 -2.1546 0.1491
2 C -0.9174 -1.2729 -0.5471
3 F 2.3571 1.3112 0.6937
4 S -0.5208 1.6364 0.9212
5 S 1.0622 2.3087 0.1254
6 H -1.7944 -2.8980 0.7636
7 H 1.4731 1.5831 -1.0256
8 H -0.3803 -0.5140 -1.0802

These are the Löwdin partial charges, in e, on atoms 1 to 2: atom 1 (C): -0.017, atom 2 (C): -0.077

***

Name the most stable of them. *b*.